Entry 1:
82
Properties=species:S:1:pos:R:3 method="wB97M-V/def2-TZVPD" e_homo_ha=-0.3884 total_energy_ev=-78878.9066 orbital_gap_ev=10.8 smiles="COP(=O)(OC)OC.COP(=O)(OC)OC.COC(=O)OC.COC(=O)OC.COC(=O)OC.COC(=O)OC" de_lowest_kcal_mol=0.00 lumo_ev=0.226 molar_mass_g_mol=640.46
H -3.43 3.49 -0.87
P 4.10 0.67 -4.21
H 5.38 1.23 -1.19
H -2.90 2.14 3.84
H -0.56 0.23 1.27
H -6.64 6.32 0.53
O 0.17 4.28 2.97
C -5.53 5.03 -1.69
C 0.44 0.12 0.83
H 2.63 -2.02 -3.89
C -0.85 1.81 -3.33
C -0.51 3.31 3.56
O -0.34 -6.78 -1.52
H 3.86 -4.08 4.80
C -2.17 1.74 3.14
H -3.46 -7.38 1.30
C 2.96 -3.61 4.43
C 5.28 1.75 -2.14
O -4.81 4.11 -2.32
H -3.02 -3.27 -2.55
H 0.83 -4.56 -0.53
C -5.59 6.34 0.26
C 1.09 5.02 3.78
H -2.63 1.25 2.28
O 0.45 0.15 -0.57
H 2.17 1.68 5.45
H 5.17 -0.95 -6.05
O -0.27 0.85 -2.47
H -3.07 -3.77 -0.86
H 0.91 0.99 1.30
H 2.46 1.09 3.76
C -3.09 -4.13 -1.89
H 2.08 4.74 3.44
O -5.21 5.12 -0.39
H -4.99 6.41 1.16
C -0.44 0.95 -1.15
H -2.84 -8.62 0.23
H -3.60 2.48 -2.26
H -1.41 1.29 -4.10
H 5.24 2.82 -1.93
O -6.39 5.67 -2.23
O -1.24 1.64 -0.58
O 4.42 1.55 -5.33
O 1.65 -1.44 3.49
H 6.15 1.54 -2.76
H -0.27 -3.18 -0.22
H -1.62 0.94 3.65
H -1.71 -7.50 1.15
H -5.33 7.19 -0.37
P -1.46 -5.98 -1.06
H 2.72 -0.86 -2.46
H 0.88 0.89 4.55
O 5.14 -0.53 -3.99
O 2.72 -2.43 5.22
H 0.84 -0.81 1.22
H -4.92 2.48 -1.08
H 0.93 4.78 4.83
C 2.31 -1.08 -3.44
H -4.08 -4.57 -2.01
H 4.72 -2.31 -4.96
O -0.43 2.99 4.73
C -4.16 3.09 -1.56
H 6.39 -1.73 -5.08
C 2.21 -1.39 4.57
O -2.71 -6.74 -0.51
H -0.08 2.42 -3.78
H 2.07 -4.23 4.42
H 1.23 -1.06 -3.36
O -1.12 -5.04 0.17
H -1.53 2.47 -2.79
O 2.38 -0.31 5.30
O 2.69 0.00 -4.33
O 4.07 1.30 -2.76
H 0.91 6.07 3.59
H 3.11 -3.33 3.38
C -2.65 -7.62 0.62
H 0.41 -4.12 1.11
O -1.30 2.75 2.66
C 1.96 0.92 4.71
C 5.34 -1.42 -5.08
O -2.09 -5.07 -2.17
C 0.01 -4.18 0.09



Entry 2:
165
Properties=species:S:1:pos:R:3 method="wB97M-V/def2-TZVPD" e_homo_ha=-0.3963 total_energy_ev=-167006.8506 total_charge=+1 orbital_gap_ev=8.4 lumo_ev=-2.394 molar_mass_g_mol=1216.33
C -0.50 -4.69 1.85
O 0.92 -7.56 2.72
H 1.62 7.26 5.24
O 7.85 -3.25 -5.13
H 7.53 -7.69 -4.08
H 1.93 -3.74 -1.45
H -5.79 3.42 -0.23
C -5.02 2.65 -0.28
H -2.89 5.71 6.91
H 2.05 9.37 1.80
H -7.15 7.84 0.51
H 3.09 -1.76 -2.69
C -0.69 1.04 2.30
C 0.23 -9.01 -1.04
H -4.05 3.40 5.26
O -0.22 9.30 3.10
H 3.55 -2.17 -4.32
H 7.86 -5.33 -3.48
O -3.28 -0.10 -1.78
H 1.22 -7.15 3.54
H -0.38 -8.67 -1.89
H -3.92 -2.49 -0.94
C 8.02 -5.44 -6.63
H -3.52 4.09 -0.90
C -3.61 3.27 -0.19
N 0.82 -4.21 1.39
H -0.40 -4.89 2.92
H 4.80 -1.22 0.66
O 0.13 -2.42 -4.31
C -7.91 7.07 0.45
H -5.18 1.97 0.56
H 4.79 0.28 1.55
H 3.30 -8.23 2.58
H 1.90 -8.90 -2.93
H -1.74 1.70 4.03
H 0.88 -0.33 -2.83
O 5.73 -4.27 -6.03
C -3.26 4.12 5.50
C 1.52 1.70 1.45
O 0.87 -1.94 0.68
S -3.40 1.34 -1.94
H -9.39 8.57 0.98
H -0.31 -0.68 -6.25
H -9.40 4.97 2.28
H -2.08 -0.85 -6.04
O 1.24 9.87 5.06
H 2.95 1.91 -0.97
O -1.58 5.54 4.05
C 1.63 -5.01 0.75
H 5.44 -1.81 -2.15
C -1.21 0.97 -5.15
H 1.17 6.64 2.27
C -9.16 7.11 2.59
C -4.04 6.44 4.46
H -2.16 1.18 -4.65
C -8.64 5.67 2.61
H 9.32 -6.59 -5.34
C 3.09 0.08 0.23
C 1.83 6.72 3.14
O -2.94 1.98 -3.15
N 1.24 -6.34 0.60
H -3.41 3.67 0.80
H -0.81 -5.57 1.30
C 7.26 -6.93 -4.81
C -3.54 -3.38 -0.44
H 3.19 -7.91 -2.17
C -1.98 1.38 3.00
S 7.07 -4.41 -5.51
H -4.75 6.57 3.65
S 0.97 9.08 3.89
C 8.37 -6.72 -5.85
H 2.96 -9.59 -1.73
H -8.46 7.76 3.11
S -7.32 5.66 1.40
H 7.40 -5.65 -7.50
C -4.71 6.06 5.78
C 0.31 2.04 2.12
H 0.86 -6.44 -2.61
H 6.09 -5.49 -3.63
C 2.98 7.68 2.83
H 0.36 -10.09 -1.08
H 2.26 2.48 1.34
H 8.46 -7.57 -6.52
H 6.34 -7.25 -5.31
C 2.43 -8.67 -2.00
O -6.08 6.01 2.05
H 3.04 -2.71 -0.63
N 3.14 -7.77 1.69
H 5.93 -2.39 -3.73
C 0.75 -0.61 1.15
H 3.71 -0.98 2.07
H -2.62 0.52 3.11
C 2.40 9.10 2.80
H 8.91 -4.89 -6.94
H -1.42 -3.82 -0.59
C -0.05 1.15 -4.15
H 3.85 -7.04 1.64
H 3.48 7.44 1.89
H -4.18 -3.59 0.42
O -7.41 4.45 0.61
H -4.96 6.95 6.36
C 2.87 -3.75 -0.91
H 3.74 7.62 3.62
H 4.09 1.99 0.34
H 3.10 9.85 3.15
H -1.81 -2.13 -0.20
H 0.67 -2.58 2.66
N 4.34 -3.48 -2.93
H 0.06 6.95 4.42
H 0.90 1.14 -4.69
O 1.23 -6.02 -1.83
N 1.51 -8.31 -0.92
S -0.86 -1.39 -4.08
H 2.19 5.72 3.39
S -2.95 5.09 4.02
C -2.64 2.15 -0.55
H -3.62 -4.19 -1.16
H 6.36 -3.36 -2.33
N 2.85 -4.60 0.28
H -5.41 2.48 -2.43
C 4.02 -4.20 -1.77
O 4.66 -5.16 -1.44
H 2.34 -3.15 -3.56
H 0.13 3.04 2.48
C 1.78 0.38 0.95
O -2.12 -1.72 -3.47
C 3.26 -2.60 -3.37
H -4.21 4.65 7.38
C 1.19 -2.83 1.73
H -5.71 0.98 -1.52
C 3.70 1.33 -0.43
H -2.35 3.59 5.78
C 1.06 7.34 4.30
H 3.49 -5.38 0.17
H -1.65 2.50 -0.83
H -2.48 2.22 2.53
H -0.75 0.19 -2.32
H -1.11 1.64 -6.00
O -3.48 4.39 2.88
H -2.56 1.42 0.26
B 1.35 -6.87 -0.77
H 4.54 1.07 -1.07
C 5.58 -2.72 -2.75
C -0.11 -0.03 -3.17
H -5.64 5.52 5.58
B 1.79 -7.25 1.68
S -1.86 -3.50 1.76
H -0.36 -8.81 -0.14
C -3.73 5.14 6.53
C -1.16 -0.49 -5.59
C 7.04 -5.58 -4.15
H 2.26 -2.78 1.94
H -10.06 6.98 0.63
H -8.24 5.36 3.58
H -3.43 7.34 4.56
H -1.22 -1.01 1.95
C -9.23 7.50 1.11
C -0.45 -0.26 1.82
C 4.15 -0.52 1.19
H 2.87 -0.61 -0.58
H -10.12 7.19 3.08
C -5.08 1.86 -1.60
C -2.07 -3.17 -0.01
H -0.12 2.10 -3.63
H -8.04 6.76 -0.58



Entry 3:
16
Properties=species:S:1:pos:R:3 method="wB97M-V/def2-TZVPD" e_homo_ha=-0.3294 total_energy_ev=-11344.4643 orbital_gap_ev=9.0 de_lowest_kcal_mol=222.50 lumo_ev=0.077 molar_mass_g_mol=116.12
C -0.80 -1.04 0.68
H -0.59 -1.15 -1.15
H -0.49 2.90 -2.84
H 1.80 -1.06 0.38
O 1.59 -1.52 1.49
N -0.60 1.92 -1.01
C -0.30 0.34 0.90
N -0.64 -1.90 -0.36
C 0.32 -0.84 1.64
C 0.16 2.31 -2.14
H -0.84 1.11 1.30
H -1.91 -0.85 1.05
H 0.06 -0.93 2.71
O 0.56 0.96 -0.28
H 0.23 -2.33 -0.13
H 1.47 2.10 -2.24



Entry 4:
25
Properties=species:S:1:pos:R:3 method="wB97M-V/def2-TZVPD" e_homo_ha=-0.3067 total_energy_ev=-19538.0532 orbital_gap_ev=9.2 de_lowest_kcal_mol=276.03 lumo_ev=0.868 molar_mass_g_mol=206.21
H 2.67 2.43 2.95
C -2.39 -0.87 -0.29
C 2.35 1.35 -0.61
O 3.36 1.36 1.24
H 0.84 1.02 2.27
H -0.70 0.82 -1.70
H -3.08 0.25 0.96
C 3.36 1.31 2.79
N -1.77 -3.08 -0.65
C 2.27 1.22 0.66
O -1.09 0.71 0.84
C 0.24 0.76 -0.85
C 1.08 1.15 1.16
C 1.45 1.03 -1.45
H 4.25 1.50 3.11
H -2.41 -3.01 -2.62
H 3.14 0.34 3.16
C -0.06 0.97 0.31
H 1.75 0.98 -2.65
H 3.57 1.33 -1.23
C -2.29 0.51 0.17
N -2.54 -1.21 -1.79
N -1.89 -2.15 0.30
N -2.38 -2.34 -1.84
H -2.66 1.14 -0.65